{"formula": "C38H60IN4OP2RuS", "method": "ωB97M-V/def2-TZVPD", "species": ["Ru", "N", "C", "C", "C", "C", "N", "H", "H", "H", "H", "H", "H", "H", "H", "H", "H", "H", "H", "I", "C", "C", "C", "C", "C", "C", "C", "C", "C", "C", "H", "H", "H", "H", "H", "H", "C", "P", "C", "N", "C", "C", "C", "C", "C", "C", "N", "C", "P", "C", "C", "C", "C", "C", "C", "C", "C", "C", "H", "H", "H", "H", "H", "H", "H", "H", "H", "H", "H", "H", "H", "H", "H", "H", "H", "H", "H", "H", "H", "H", "H", "H", "H", "H", "H", "H", "C", "C", "C", "S", "O", "C", "C", "C", "H", "H", "H", "H", "H", "H", "H", "H", "H", "H", "H", "H", "H", "H"], "xyz": [[0.783968, -0.425344, 0.507205], [2.162168, -2.705344, 0.368105], [2.244668, -3.947344, 1.148005], [2.248168, -3.669944, 2.653105], [0.878068, -3.790244, 3.323005], [-0.226932, -2.904244, 2.752305], [0.133968, -1.486544, 2.656105], [2.094468, -2.941844, -0.621095], [3.044368, -2.206444, 0.481305], [3.162368, -4.486544, 0.880905], [1.400968, -4.585244, 0.879505], [2.673268, -2.679944, 2.829405], [2.911368, -4.382444, 3.144705], [0.999468, -3.578344, 4.387505], [0.538268, -4.824344, 3.237505], [-1.110932, -3.036744, 3.387905], [-0.484732, -3.238744, 1.745505], [0.835068, -1.265644, 3.362205], [-0.675732, -0.900944, 2.857905], [3.115268, 0.310656, 2.407905], [4.313368, 0.837556, 0.727505], [5.542368, 1.388456, 0.976005], [6.369468, 1.729156, -0.101195], [5.941168, 1.500956, -1.380895], [4.683268, 0.920456, -1.644695], [4.263168, 0.654056, -2.963795], [3.070268, 0.030056, -3.204295], [2.241468, -0.349544, -2.135995], [2.564468, -0.040144, -0.832995], [3.814968, 0.569856, -0.562095], [5.878668, 1.551956, 1.989905], [7.335668, 2.163856, 0.098905], [6.574068, 1.756156, -2.215695], [4.917968, 0.917056, -3.779995], [2.762568, -0.198244, -4.212195], [1.330268, -0.894944, -2.369395], [-2.519532, -1.407944, 0.295405], [-1.053432, -1.940444, -0.684995], [-1.292632, -0.965344, -2.236695], [-1.633732, -1.576744, -3.332395], [-1.701832, -0.950044, -4.512495], [-2.199132, -1.578144, -5.665295], [-2.224032, -0.889344, -6.850495], [-1.740632, 0.427456, -6.934595], [-1.248932, 1.069256, -5.828795], [-1.232532, 0.404756, -4.592195], [-0.860332, 1.008356, -3.459795], [-0.946732, 0.417956, -2.306095], [-0.722732, 1.449156, -0.804395], [0.568568, 2.611256, -1.410095], [-2.341632, 2.523356, -1.011695], [-2.626632, 2.866556, -2.474395], [-2.189532, 3.820556, -0.212295], [-3.536732, 1.750256, -0.462795], [-1.593432, -3.687044, -1.244395], [-0.588632, -4.194644, -2.278095], [-1.587232, -4.635044, -0.045395], [-3.010732, -3.682044, -1.815195], [-3.413732, -1.385344, -0.323895], [-2.325032, -0.422444, 0.717405], [-2.666832, -2.111044, 1.112705], [-2.567032, -2.588644, -5.590595], [-2.623032, -1.363444, -7.733395], [-1.781832, 0.940356, -7.882895], [-0.902132, 2.089356, -5.871095], [0.128368, 3.421056, -1.986495], [1.263868, 2.066056, -2.047495], [1.118968, 3.024156, -0.564095], [-1.743632, 3.204156, -3.013095], [-3.357732, 3.673256, -2.505795], [-3.058932, 2.023256, -3.008595], [-1.212532, 4.281056, -0.333395], [-2.369532, 3.648256, 0.844205], [-2.933732, 4.540156, -0.548895], [-3.719332, 0.838756, -1.026595], [-4.425532, 2.371056, -0.546695], [-3.407632, 1.504656, 0.588505], [0.432068, -4.137144, -1.897695], [-0.652032, -3.625544, -3.201395], [-0.802032, -5.236844, -2.508395], [-0.579232, -4.843944, 0.301105], [-2.027232, -5.582144, -0.350395], [-2.188432, -4.261744, 0.781105], [-3.142232, -2.929244, -2.586095], [-3.753832, -3.536644, -1.035195], [-3.197632, -4.652544, -2.270895], [1.884968, 4.840556, 4.813905], [1.371668, 3.575156, 4.132705], [0.574768, 3.932756, 2.889905], [-0.492232, 2.631956, 2.138805], [0.244668, 1.329756, 2.178005], [-1.785932, 2.427056, 3.449305], [-1.346232, 1.522356, 4.592905], [-2.412932, 0.492856, 4.950505], [2.487868, 4.580456, 5.679905], [1.056568, 5.459256, 5.149405], [2.496568, 5.425456, 4.132005], [0.752168, 3.019656, 4.833605], [2.211868, 2.936156, 3.858805], [1.234868, 4.260856, 2.084905], [-0.126832, 4.741756, 3.096005], [-2.621132, 1.970956, 2.915405], [-2.080332, 3.422156, 3.765505], [-1.130632, 2.117156, 5.480705], [-0.422932, 1.008256, 4.299805], [-3.337832, 0.997856, 5.215005], [-2.080832, -0.094244, 5.802505], [-2.619032, -0.180344, 4.117605]], "atomic_forces_ev_per_a": [[1.19, -1.91, 0.19], [-0.07, 1.03, -0.22], [0.06, -0.18, 0.46], [-0.19, -0.15, -0.08], [0.08, 0.25, -0.17], [-0.13, -0.54, -0.05], [-0.06, 0.56, -0.42], [0.08, 0.25, 0.12], [-0.10, -0.09, -0.19], [-0.18, 0.06, -0.05], [0.05, -0.02, 0.00], [0.10, 0.00, -0.01], [0.03, 0.05, 0.00], [-0.08, -0.03, 0.06], [-0.04, -0.01, 0.10], [0.03, 0.05, -0.14], [0.02, -0.05, 0.16], [-0.21, 0.12, -0.16], [0.24, -0.02, 0.10], [0.17, 0.14, -1.01], [0.18, 0.08, 0.72], [-0.50, -0.22, 0.22], [-0.06, 0.00, -0.42], [0.22, 0.10, 0.29], [-0.34, -0.21, 0.19], [-0.25, -0.12, -0.15], [0.41, -0.08, -0.10], [0.05, -0.05, 0.35], [-2.54, -0.36, -0.18], [0.03, 0.11, 0.34], [0.01, 0.01, 0.02], [0.10, 0.04, -0.06], [0.08, 0.02, -0.14], [0.05, 0.10, -0.11], [0.01, -0.02, -0.17], [0.06, 0.20, 0.04], [0.32, -0.13, 0.08], [-0.63, 1.39, -0.12], [0.35, 0.49, -0.33], [-0.24, -0.95, 0.16], [0.43, 1.40, -0.20], [-0.06, -0.07, -0.30], [-0.06, -0.42, 0.31], [0.12, 0.32, 0.22], [0.07, 0.13, -0.25], [-0.48, -1.46, -0.08], [0.44, 1.03, 0.10], [-0.13, -0.47, 0.14], [1.13, 0.05, -1.31], [-0.12, 0.01, 0.18], [-0.23, -0.06, 0.76], [0.26, -0.03, -0.13], [-0.10, 0.05, 0.00], [0.12, 0.03, -0.02], [0.70, -0.30, 0.27], [0.09, 0.15, -0.11], [0.05, 0.09, 0.04], [-0.16, 0.52, 0.00], [0.01, 0.00, 0.04], [-0.09, -0.05, -0.01], [-0.07, -0.04, 0.11], [-0.04, -0.15, -0.01], [-0.03, -0.05, -0.09], [0.03, 0.07, -0.07], [0.07, 0.13, -0.03], [0.00, 0.03, -0.02], [-0.06, 0.01, 0.09], [0.00, 0.02, 0.01], [-0.09, 0.02, -0.04], [-0.08, 0.03, 0.18], [0.06, 0.00, -0.04], [0.08, 0.10, 0.01], [-0.05, 0.12, -0.05], [-0.07, -0.01, -0.10], [-0.03, -0.12, -0.04], [-0.13, 0.08, -0.03], [-0.02, -0.07, 0.16], [0.11, -0.08, 0.02], [0.06, -0.07, 0.02], [-0.02, -0.11, 0.04], [0.09, -0.02, 0.09], [-0.03, -0.09, -0.09], [-0.04, -0.02, 0.10], [-0.10, -0.14, 0.08], [-0.09, -0.04, 0.08], [0.07, -0.16, 0.04], [-0.02, -0.18, -0.09], [-0.01, -0.09, 0.08], [-0.31, -0.40, -0.23], [-0.16, 0.81, 1.06], [0.51, -0.88, 0.06], [0.42, 0.05, -0.43], [0.13, -0.17, 0.10], [0.18, 0.22, 0.01], [0.06, 0.04, 0.05], [-0.06, 0.11, 0.05], [0.10, 0.12, -0.03], [0.01, -0.06, 0.03], [-0.08, -0.06, -0.01], [-0.05, 0.00, -0.08], [-0.09, 0.12, -0.07], [-0.06, 0.08, -0.11], [-0.12, 0.15, 0.01], [0.09, 0.02, -0.07], [-0.10, 0.11, 0.15], [-0.18, -0.09, 0.07], [-0.09, -0.12, 0.07], [-0.05, -0.07, -0.09]], "lowdin_charge": [0.862, -0.006, -0.229, -0.191, -0.178, -0.261, -0.036, 0.067, 0.054, 0.127, 0.096, 0.043, 0.121, 0.120, 0.124, 0.127, 0.042, 0.040, 0.051, 1.187, -0.565, -0.134, -0.049, -0.006, -0.154, -0.009, -0.060, -0.157, -0.196, -0.252, 0.101, 0.119, 0.124, 0.124, 0.113, 0.070, -0.244, 1.045, -0.405, 0.105, -0.187, 0.009, -0.039, -0.039, 0.009, -0.197, 0.124, -0.448, 1.024, -0.227, -0.636, -0.079, -0.117, -0.090, -0.664, -0.081, -0.094, -0.073, 0.054, -0.002, 0.043, 0.120, 0.118, 0.118, 0.121, 0.048, 0.033, 0.041, 0.076, 0.100, 0.084, 0.072, 0.032, 0.098, 0.073, 0.104, 0.061, 0.069, 0.067, 0.100, 0.059, 0.104, 0.074, 0.064, 0.084, 0.104, -0.085, -0.288, -0.307, 0.898, -0.787, -0.286, -0.299, -0.090, 0.083, 0.082, 0.082, 0.089, 0.060, 0.096, 0.100, 0.077, 0.103, 0.113, 0.079, 0.086, 0.083, 0.064], "total_charge": 2, "spin_multiplicity": 2, "s_squared": 0.824, "energy_ev": -88468.138, "gap_ev": [5.84, 6.50], "relative_energy_kj_mol": 171.8, "lumo_ev": [-6.9, -6.3]}